{
  "formula": "C29H62Cl2F4N8O5P3",
  "method": "the ωB97M-V functional and the def2-TZVPD basis",
  "homo_energy_ev": -5.275,
  "multiplicity": 1,
  "total_charge": -1,
  "de_lowest_kcal_mol": 0.0,
  "e_tot_ha": -4300.2497,
  "lumo_energy_ev": 1.650,
  "orbital_gap_ev": 6.92,
  "elements": ["C", "O", "C", "P", "O", "C", "C", "N", "C", "C", "C", "O", "C", "Cl", "C", "C", "Cl", "C", "C", "C", "N", "C", "C", "C", "F", "F", "C", "F", "F", "H", "H", "H", "H", "H", "H", "H", "H", "H", "H", "H", "H", "H", "H", "H", "H", "H", "H", "H", "H", "H", "H", "H", "H", "H", "H", "O", "P", "N", "C", "C", "N", "C", "C", "N", "C", "C", "H", "H", "H", "H", "H", "H", "H", "H", "H", "H", "H", "H", "H", "H", "H", "H", "H", "H", "O", "P", "N", "C", "C", "N", "C", "C", "N", "C", "C", "H", "H", "H", "H", "H", "H", "H", "H", "H", "H", "H", "H", "H", "H", "H", "H", "H", "H"],
  "xyz": [[-0.254095, -3.942615, 0.802678], [-1.595058, -4.259211, 1.078776], [-2.006420, -3.759537, 2.347526], [-3.863944, -4.122631, 2.655520], [-3.789367, -3.574683, 4.274561], [-2.999974, -2.502733, 4.693373], [-1.728207, -2.901974, 5.478211], [-0.549221, -2.213293, 4.917623], [-0.524385, -0.787328, 5.254210], [-0.496377, 0.155148, 4.033844], [0.180932, -0.435683, 2.799956], [-1.795156, 0.587423, 3.620647], [-4.344333, -2.374038, 1.892134], [-3.630529, -2.035338, 0.321322], [-5.165917, -1.440284, 2.377478], [-5.987049, -1.536491, 3.627294], [-5.456746, 0.077959, 1.525168], [-5.702828, -4.585117, 2.825179], [-6.393891, -4.695780, 4.025950], [-7.723537, -5.062099, 4.069543], [-8.432737, -5.344367, 2.974818], [-7.770794, -5.233644, 1.828586], [-6.449603, -4.854718, 1.685718], [-3.426568, -5.993735, 3.271230], [-3.240438, -6.049103, 4.642324], [-4.445013, -6.880519, 3.006712], [-2.189687, -6.690881, 2.685568], [-2.119821, -7.962673, 3.243279], [-2.339077, -6.914845, 1.362663], [0.285608, -3.573700, 1.681251], [0.275045, -4.832432, 0.446970], [-0.194276, -3.158517, 0.037702], [-1.350859, -4.133220, 3.144872], [-1.828614, -2.678772, 2.306444], [-3.915732, -4.651126, 1.321161], [-3.604602, -1.948968, 5.429964], [-2.740499, -1.735383, 3.960563], [-1.580501, -3.979715, 5.409220], [-1.832364, -2.641622, 6.540163], [0.260870, -2.622372, 5.367969], [0.320491, -0.517995, 5.896248], [-1.424201, -0.517633, 5.821525], [0.071534, 1.055653, 4.302527], [0.920947, 0.276899, 2.423622], [0.696206, -1.374079, 2.984811], [-0.536757, -0.566063, 1.989335], [-2.205230, 1.149686, 4.284066], [-6.897212, -2.106606, 3.424561], [-5.503410, -1.942324, 4.507630], [-6.343102, -0.538730, 3.892422], [-5.883976, -4.483817, 4.957380], [-8.242017, -5.132675, 5.020273], [-8.331064, -5.470572, 0.926720], [-5.985313, -4.801221, 0.707849], [-1.227271, -6.246550, 2.928178], [1.774228, 2.915503, 1.341029], [0.819832, 3.380336, 0.285086], [1.831524, 4.285667, -0.736202], [1.579656, 5.606342, -1.257712], [3.026859, 3.644358, -1.265756], [-0.186341, 4.361284, 1.316022], [-0.011071, 5.793283, 1.413352], [-0.381649, 3.779556, 2.638777], [-0.441749, 3.211370, -0.821616], [-0.164574, 2.442727, -2.039519], [-1.857029, 3.490337, -0.583442], [0.533885, 5.747398, -1.551198], [2.174984, 5.778477, -2.156779], [1.848135, 6.385877, -0.537426], [2.864801, 3.269161, -2.281657], [3.318760, 2.800558, -0.639827], [3.874141, 4.335253, -1.288299], [1.003555, 6.080951, 1.730232], [-0.721266, 6.197356, 2.138760], [-0.239971, 6.291047, 0.469861], [0.466324, 3.975939, 3.307892], [-0.514655, 2.699999, 2.578067], [-1.286228, 4.188913, 3.099853], [-0.009482, 3.112422, -2.892368], [-0.979665, 1.759777, -2.277452], [0.732977, 1.834396, -1.926403], [-2.063965, 4.552333, -0.732678], [-2.180267, 3.207049, 0.412744], [-2.474970, 2.927204, -1.284989], [4.296053, 3.100247, -4.431877], [4.966908, 2.096923, -5.303622], [6.613315, 2.474137, -5.139094], [7.596631, 2.549458, -6.193884], [7.153459, 2.618868, -3.796747], [4.319938, 2.547646, -6.849254], [5.081282, 3.361171, -7.776057], [2.935735, 3.000375, -6.786981], [5.182931, 0.500478, -5.789376], [5.798834, -0.415451, -4.823711], [4.571788, -0.146691, -6.947996], [7.470295, 1.757517, -6.939274], [8.601328, 2.426133, -5.785281], [7.572540, 3.516590, -6.703750], [7.655196, 1.699878, -3.465502], [6.358728, 2.841242, -3.085438], [7.870742, 3.441764, -3.744980], [5.381855, 4.329343, -7.349565], [4.480061, 3.554053, -8.667146], [5.970335, 2.839645, -8.129637], [2.846213, 4.044080, -6.463615], [2.357234, 2.388948, -6.094636], [2.475956, 2.900240, -7.774213], [6.849577, -0.593501, -5.074964], [5.283432, -1.374882, -4.793429], [5.761659, -0.006976, -3.813546], [5.156250, 0.052088, -7.848325], [3.548878, 0.174373, -7.119298], [4.542206, -1.227922, -6.802469]],
  "atomic_forces_ev_per_a": [[0.2, 0.1, -0.1], [0.2, -0.5, 0.5], [0.0, 0.7, -0.3], [0.3, -0.8, -0.9], [0.1, 0.3, -0.5], [-0.1, 0.5, 1.5], [0.2, 0.2, -0.6], [0.2, -0.1, 0.9], [-0.4, 0.4, -0.4], [0.3, 0.2, -0.2], [0.4, 0.5, -0.3], [-0.2, -0.3, -0.3], [-0.3, 0.4, 0.1], [0.1, -0.2, 0.0], [0.3, -0.3, 0.2], [-0.7, 0.7, 0.1], [-0.1, 0.0, 0.0], [-0.1, 0.3, 0.3], [0.3, 0.1, 0.5], [-0.1, -0.1, -0.3], [0.0, 0.0, 0.2], [-0.3, -0.1, -0.7], [0.3, 0.0, 0.4], [0.3, 0.3, 0.0], [0.1, -0.2, 0.0], [-0.1, 0.1, 0.0], [-0.2, -1.1, 0.3], [0.1, 0.1, 0.1], [0.1, 0.3, -0.1], [-0.1, 0.0, 0.1], [-0.1, 0.0, -0.1], [0.0, 0.0, 0.0], [-0.1, -0.1, 0.0], [-0.1, 0.0, 0.3], [0.0, 0.0, 0.0], [-0.2, 0.0, -0.2], [-0.1, -0.4, -0.5], [0.0, 0.0, -0.1], [-0.2, -0.1, 0.0], [0.1, -0.1, -0.2], [0.1, -0.2, -0.1], [0.0, 0.0, 0.1], [0.0, -0.1, 0.3], [0.0, 0.0, 0.0], [-0.2, -0.1, 0.1], [-0.2, -0.2, 0.2], [0.1, -0.1, 0.2], [0.1, -0.2, 0.1], [0.2, -0.3, -0.2], [0.1, 0.0, 0.0], [0.0, 0.0, 0.0], [0.0, 0.0, 0.0], [-0.1, 0.0, 0.1], [-0.1, 0.0, -0.1], [-0.1, 0.4, -0.3], [-0.3, -3.0, -1.3], [-0.4, 5.4, 1.5], [0.4, -0.5, 0.1], [-0.4, 0.0, -0.4], [0.2, -0.2, 0.2], [-0.2, 0.2, 0.0], [0.0, 0.1, -0.3], [0.2, -0.1, 0.1], [0.4, -2.0, 0.0], [0.2, 0.2, -0.2], [-0.2, -0.2, 0.2], [0.0, 0.0, 0.1], [0.0, -0.1, 0.0], [0.0, 0.0, 0.0], [0.1, 0.1, -0.1], [-0.1, 0.1, 0.1], [0.0, 0.0, 0.0], [0.0, 0.1, 0.0], [0.0, -0.1, 0.1], [0.1, 0.0, 0.0], [0.0, -0.1, 0.0], [0.0, 0.0, 0.0], [0.0, 0.1, -0.1], [0.0, 0.0, 0.0], [0.0, 0.0, 0.1], [0.1, 0.1, 0.0], [0.0, 0.0, 0.1], [0.0, 0.1, 0.0], [0.2, -0.1, -0.1], [-0.7, -2.2, 1.7], [1.6, 2.6, -4.0], [-0.1, 0.1, 0.6], [0.1, -0.5, -0.2], [-0.2, 0.2, 0.2], [0.1, 0.0, -0.1], [0.2, -0.1, -0.1], [-0.1, 0.0, 0.1], [-0.9, -0.6, 1.6], [0.3, 0.1, 0.0], [-0.3, -0.1, -0.1], [-0.1, 0.0, 0.0], [-0.1, -0.1, 0.1], [0.0, 0.0, 0.0], [0.1, 0.1, 0.0], [-0.1, 0.0, -0.1], [0.0, 0.0, 0.0], [0.0, 0.0, -0.1], [-0.1, 0.0, 0.1], [0.0, 0.0, 0.1], [0.0, 0.0, 0.0], [0.0, 0.0, 0.0], [0.1, 0.0, 0.0], [0.0, -0.1, 0.0], [-0.1, 0.0, 0.0], [0.0, 0.0, 0.0], [-0.1, 0.1, 0.0], [0.0, 0.1, 0.0], [0.1, 0.0, 0.2]],
  "mulliken_charge": [-0.889, -0.258, -1.643, 1.128, -0.331, -0.883, -1.686, 0.158, -1.021, 0.237, -1.176, -0.606, 0.018, -0.218, 0.435, -1.190, -0.273, 0.574, -0.372, -0.522, -0.717, -0.553, -0.526, 0.383, -0.401, -0.360, 0.227, -0.362, -0.279, 0.321, 0.282, 0.246, 0.587, 0.620, 0.713, 0.378, 0.814, 0.482, 0.417, 0.257, 0.469, 0.220, 0.621, 0.261, 0.291, 0.283, 0.346, 0.248, 0.115, 0.474, 0.324, 0.364, 0.368, 0.392, 0.233, -0.916, 0.870, 0.155, -1.112, -1.413, 0.329, -1.224, -1.265, 0.275, -1.247, -0.887, 0.322, 0.383, 0.279, 0.569, 0.329, 0.454, 0.292, 0.377, 0.347, 0.359, 0.297, 0.471, 0.310, 0.447, 0.324, 0.249, 0.226, 0.378, -0.858, 0.625, 0.176, -1.166, -1.038, 0.266, -1.114, -1.170, 0.218, -1.137, -0.864, 0.334, 0.446, 0.291, 0.346, 0.201, 0.453, 0.298, 0.377, 0.317, 0.334, 0.357, 0.387, 0.287, 0.415, 0.339, 0.240, 0.277, 0.364]
}